{"formula": "C4H7NO2", "method": "ωB97M-V with the def2-TZVPD basis set", "species": ["O", "C", "C", "N", "C", "O", "C", "H", "H", "H", "H", "H", "H", "H"], "positions_angstrom": [[0.097, -1.404, 1.363], [0.656, -0.687, 0.274], [0.830, 0.794, 0.599], [-0.418, 1.548, 0.527], [-1.221, 1.206, -0.390], [-1.122, 0.188, -1.266], [-0.170, -0.856, -1.004], [-0.642, -0.890, 1.719], [1.633, -1.151, 0.104], [1.552, 1.251, -0.093], [1.243, 0.886, 1.609], [-2.136, 1.770, -0.573], [0.472, -0.920, -1.886], [-0.745, -1.783, -0.909]], "forces_ev_per_a": [[-0.3, 0.2, 0.1], [0.1, 0.1, -0.2], [0.2, -0.1, 0.0], [-0.2, -0.1, -0.3], [0.0, 0.2, 0.3], [-0.1, 0.0, 0.1], [0.1, -0.3, 0.0], [0.1, -0.1, 0.0], [-0.1, 0.1, 0.0], [-0.1, -0.1, 0.1], [0.0, 0.0, -0.2], [0.1, -0.1, 0.1], [0.0, 0.1, 0.1], [0.1, 0.1, -0.1]], "homo_lumo_gap_ev": 10.59, "relative_energy_kcal_mol": 35.3, "spin_multiplicity": 1}